Formula: C15H18O
Source: the Open Molecules 2025 dataset
Level of theory: ωB97M-V/def2-TZVPD

Properties
LUMO energy: 0.86 eV
SMILES: CCc1ccc(O)cc1.Cc1ccccc1
E_HOMO: -8.3 eV
charge: 0

Last columns: bonded neighbours and bond lengths (Å).
Geometry (Å):
1 C -4.19 -2.84 -0.64  C7 1.505, H13 1.087, H14 1.075, H15 1.095
2 C -2.05 0.35 1.26  C3 1.380, C4 1.406, H8 1.096
3 C -2.38 0.44 -0.07  C2 1.380, C5 1.402, H9 1.075
4 C -2.43 -0.73 2.08  C2 1.406, C6 1.386, H10 1.073
5 C -3.19 -0.57 -0.63  C3 1.402, C7 1.398, H11 1.091
6 C -3.22 -1.68 1.46  C4 1.386, C7 1.390, H12 1.081
7 C -3.61 -1.68 0.12  C1 1.505, C5 1.398, C6 1.390
8 H -1.36 1.13 1.61  C2 1.096
9 H -2.14 1.32 -0.64  C3 1.075
10 H -2.19 -0.81 3.12  C4 1.073
11 H -3.28 -0.55 -1.71  C5 1.091
12 H -3.32 -2.58 2.04  C6 1.081
13 H -3.49 -3.31 -1.31  C1 1.087
14 H -4.86 -2.44 -1.38  C1 1.075
15 H -4.57 -3.58 0.08  C1 1.095
16 C 2.25 1.30 2.06  C17 1.526, C18 1.522, H25 1.143, H26 1.110
17 C 2.20 2.82 2.12  C16 1.526, H27 1.117, H33 1.080, H34 1.097
18 C 2.37 0.77 0.64  C16 1.522, C19 1.447, C20 1.370
19 C 1.21 1.05 -0.17  C18 1.447, C21 1.352, H28 1.075
20 C 3.45 0.16 0.04  C18 1.370, C22 1.426, H29 1.100
21 C 1.23 0.79 -1.50  C19 1.352, C23 1.430, H30 1.099
22 C 3.44 -0.15 -1.35  C20 1.426, C23 1.351, H31 1.072
23 C 2.34 0.10 -2.08  C21 1.430, C22 1.351, O24 1.355
24 O 2.15 -0.31 -3.36  C23 1.355, H32 0.963
25 H 3.18 0.97 2.64  C16 1.143
26 H 1.35 0.87 2.55  C16 1.110
27 H 3.26 3.15 2.20  C17 1.117
28 H 0.46 1.62 0.34  C19 1.075
29 H 4.29 -0.25 0.62  C20 1.100
30 H 0.30 1.08 -2.01  C21 1.099
31 H 4.32 -0.66 -1.70  C22 1.072
32 H 2.99 -0.49 -3.80  O24 0.963
33 H 1.58 3.20 2.93  C17 1.080
34 H 1.80 3.21 1.18  C17 1.097